## A
Computed, not measured: a structure of composition CHI2NO2, with ωB97M-V/def2-TZVPD.

Cartesian coordinates (Å):
C1 1.82682 -0.00942 0.35588
N1 1.37173 -0.00415 1.67493
O1 1.36753 -1.04140 2.26234
O2 1.13473 1.11079 2.14206
I1 2.58013 -1.82757 -0.18088
I2 2.67365 1.73800 -0.18567
H1 -0.72614 -0.18956 -0.05602

Computed properties:
**Total charge**: 0
**Kohn-Sham gap (spin up / spin down)**: 7.144 / 8.600 eV
**M**: 312.83 g/mol



## B
Computed, not measured: a structure of composition CHI2NO2, with ωB97M-V/def2-TZVPD.

Cartesian coordinates (Å):
C1 -0.04284 -0.04506 -0.62542
N1 -0.40887 -0.08571 0.92140
O1 -0.28305 0.91168 1.54251
O2 -0.53283 -1.16526 1.39404
I1 1.43466 -1.62020 -0.94487
I2 0.74286 2.03098 -0.95920
H1 -0.90994 -0.02642 -1.32847

Computed properties:
**Total charge**: 0
**Kohn-Sham gap**: 8.539 eV
**M**: 312.83 g/mol



The data favor B; the next most stable structure lies 3.873 eV above it.



## A
Computed, not measured: a cluster of 2 separate species, C6H15N2 in total, with ωB97M-V/def2-TZVPD.

Cartesian coordinates (Å):
C1 -0.49055 0.71124 -2.98665
C2 0.69259 0.27771 -2.11787
C3 0.35779 -0.36658 -0.83802
N1 -1.41262 0.39099 2.32333
C4 -1.01241 -0.37220 1.28627
C5 -0.30492 0.19338 0.22481
C6 -0.13953 1.74379 0.34562
N2 1.98140 -2.28799 1.50742
H1 -1.10107 1.42644 -2.43074
H2 -0.10556 1.20618 -3.87714
H3 1.30013 -0.44231 -2.66098
H4 1.32100 1.13806 -1.87022
H5 2.33259 -2.47162 0.57658
H6 0.72402 -1.39124 -0.74866
H7 -2.18224 -0.07686 2.79970
H8 -0.71369 0.48439 3.06313
H9 -1.53326 -1.31629 1.15937
H10 -1.09599 2.14904 0.68391
H11 0.07175 2.15815 -0.63561
H12 0.59845 1.95945 1.11488
H13 -1.14550 -0.13669 -3.17288
H14 1.07075 -1.86520 1.45546
H15 1.96356 -3.18493 1.97502

Computed properties:
**Total charge**: +1
**Kohn-Sham gap**: 7.324 eV
**M**: 115.20 g/mol



## B
Computed, not measured: the ion C6H15N2 with charge +1, with ωB97M-V/def2-TZVPD.

Cartesian coordinates (Å):
C1 -1.84500 1.81356 -1.76556
C2 -1.58531 0.98969 -0.48130
C3 -1.62724 -0.50110 -0.58662
C4 -0.33126 -1.30886 -0.84790
C5 0.91857 -0.99847 -0.03714
N1 0.53775 -0.50946 1.25056
C6 1.71869 -0.47140 2.11402
N2 2.92416 0.20320 1.41774
H1 -1.37048 2.81126 -1.53365
H2 -2.89177 1.88495 -1.91941
H3 -1.49374 1.47987 -2.75171
H4 -2.44822 1.34886 0.16771
H5 -0.66988 1.15296 0.14213
H6 -1.69793 -0.80561 0.44531
H7 -2.51065 -0.85285 -1.06813
H8 0.05057 -1.40725 -1.85208
H9 -0.70465 -2.50511 -0.69848
H10 1.69877 -1.85953 -0.06841
H11 1.56700 -0.32276 -0.68109
H12 2.01372 -1.51771 2.41290
H13 1.40932 -0.05504 3.04764
H14 2.67438 1.23298 1.26036
H15 3.66319 0.19783 2.03308

Computed properties:
**Total charge**: +1
**Kohn-Sham gap**: 5.606 eV
**M**: 115.20 g/mol



## C
Computed, not measured: the ion C6H15N2 with charge +1, with ωB97M-V/def2-TZVPD.

Cartesian coordinates (Å):
N1 2.26437 0.91246 -1.22379
C1 2.08442 1.10401 0.22193
C2 0.60406 0.91792 0.57997
N2 0.15279 -0.31720 -0.08599
C3 -0.34814 -1.32831 0.89523
C4 -1.88064 -1.17369 0.99039
C5 -2.30542 -0.30164 -0.18503
C6 -1.03465 -0.04574 -0.99498
H1 1.51000 0.32094 -1.59647
H2 2.22737 1.78820 -1.75675
H3 3.15216 0.49829 -1.46415
H4 2.51255 2.04097 0.57540
H5 2.62669 0.34502 0.77826
H6 0.54158 0.89134 1.66426
H7 0.06338 1.78876 0.20697
H8 0.11514 -1.09618 1.83986
H9 -0.00470 -2.30841 0.58634
H10 -2.34464 -2.15715 0.98335
H11 -2.09483 -0.73025 1.95474
H12 -2.80376 0.63996 0.03007
H13 -2.99370 -0.84207 -0.78591
H14 -0.90756 0.96283 -1.38299
H15 -0.92371 -0.76808 -1.79874

Computed properties:
**Total charge**: +1
**Kohn-Sham gap**: 9.678 eV
**M**: 115.20 g/mol



## D
Computed, not measured: a cluster of 2 separate species, C6H15N2 in total, with ωB97M-V/def2-TZVPD.

Cartesian coordinates (Å):
C1 0.23838 1.93326 -1.33930
C2 -0.13295 1.85137 0.13601
C3 1.40649 0.94740 1.85948
N1 1.13494 1.72969 0.89125
H1 0.93502 2.77256 -1.43728
H2 0.70827 1.02256 -1.69882
H3 -0.63014 2.17041 -1.95061
H4 -0.59635 2.77689 0.47882
H5 -0.75017 0.98628 0.36312
H6 2.34059 1.05465 2.39053
H7 0.60690 0.30142 2.19483
H8 1.93666 2.16637 0.44056
C4 -1.85046 -2.04743 0.35469
C5 -0.66096 -1.60820 -0.46405
C6 -0.70380 -1.52248 -1.79415
N2 0.51469 -1.40648 0.31056
H9 -2.02849 -1.40721 1.22199
H10 -1.59013 -3.04262 0.73103
H11 -2.75357 -2.12398 -0.24523
H12 0.21376 -1.42951 -2.36708
H13 -1.59524 -1.78648 -2.34549
H14 0.41714 -1.77490 1.24685
H15 1.31477 -1.87134 -0.10921

Computed properties:
**Total charge**: +1
**Kohn-Sham gap**: 7.327 eV
**M**: 115.20 g/mol



The data favor C; the next most stable structure lies 0.772 eV above it.



## A
Computed, not measured: a cluster of 2 separate species, C5H13NO in total, with ωB97M-V/def2-TZVPD.

Cartesian coordinates (Å):
C1 2.21442 1.17136 -0.41386
C2 1.66894 -0.20067 -0.00218
C3 0.25145 -0.41777 -0.49357
C4 -0.78450 -0.90087 0.20245
C5 -2.13567 -0.97041 -0.48123
N1 -0.72412 -1.44036 1.50779
H1 1.53608 1.99378 -0.21613
H2 3.14110 1.31946 0.14208
H3 2.43105 1.18533 -1.48145
H4 1.69047 -0.33414 1.07637
H5 2.21840 -0.97555 -0.52788
H6 0.04395 -0.11584 -1.51448
H7 -2.26613 -1.82947 -1.11941
H8 -2.92451 -0.94242 0.27252
H9 -2.28133 -0.08275 -1.09057
H10 -0.74781 -2.41243 1.59993
H11 0.06483 -1.03330 1.98436
O1 -1.06809 2.37703 0.06069
H12 -0.43318 1.64389 0.15295
H13 -1.89536 1.96513 0.34161

Computed properties:
**Total charge**: 0
**Kohn-Sham gap**: 9.443 eV
**M**: 103.16 g/mol



## B
Computed, not measured: an isolated molecule of C5H13NO, with ωB97M-V/def2-TZVPD.

Cartesian coordinates (Å):
C1 1.20829 1.07839 -2.62022
N1 0.35460 0.33111 -1.74468
C2 0.98684 -0.47267 -0.74851
C3 -0.00767 -1.05065 0.23091
C4 -0.82371 -0.06562 1.09514
C5 -0.00478 0.83418 1.96811
O1 -1.73853 -0.82121 1.88063
H1 2.08604 0.47669 -2.86472
H2 1.58258 2.01627 -2.18301
H3 0.81244 1.42043 -3.58023
H4 -0.61421 0.57341 -1.74312
H5 1.75587 0.08549 -0.18264
H6 1.56537 -1.27406 -1.22862
H7 -0.78176 -1.63980 -0.26406
H8 0.56710 -1.63495 0.95540
H9 -1.39203 0.60916 0.43788
H10 0.54604 1.59465 1.42733
H11 -0.59148 1.26504 2.78034
H12 0.77590 0.28557 2.52073
H13 -2.50617 -0.97995 1.34980

Computed properties:
**Total charge**: 0
**Kohn-Sham gap**: 9.187 eV
**M**: 103.16 g/mol



## C
Computed, not measured: a cluster of 3 separate species, C5H13NO in total, with ωB97M-V/def2-TZVPD.

Cartesian coordinates (Å):
C1 -0.24642 -1.51053 0.93708
C2 1.57854 -0.25925 -1.89150
C3 1.39399 0.55336 -0.83206
C4 2.11103 0.90080 0.27399
C5 0.01432 1.35051 -0.85783
N1 -1.64972 -1.74903 1.15273
H1 -0.15375 -0.45821 0.62876
H2 0.11023 -2.02721 0.03653
H3 2.34163 -1.02548 -1.92968
H4 0.93637 -0.11235 -2.74442
H5 1.58265 1.00331 1.21659
H6 3.15896 1.15882 0.29199
H7 -0.83557 0.68220 -0.95477
H8 0.06053 1.99329 -1.74534
H9 -0.16879 1.96569 0.01360
H10 0.36560 -1.64069 1.82816
H11 -2.02046 -0.78719 1.33914
H12 -2.09251 -2.21201 0.37828
H13 -2.90294 1.36322 1.09306
O1 -2.19066 0.81490 0.75005

Computed properties:
**Total charge**: 0
**Kohn-Sham gap**: 3.586 eV
**M**: 103.16 g/mol



## D
Computed, not measured: a cluster of 2 separate species, C5H13NO in total, with ωB97M-V/def2-TZVPD.

Cartesian coordinates (Å):
C1 2.70074 -0.35180 -0.27629
C2 1.42010 -1.10870 -0.80303
C3 0.33185 -0.04290 -1.06588
C4 -0.28077 0.69820 -0.12536
C5 -1.47290 1.70039 -0.42284
N1 -0.08877 0.54448 1.25267
H1 3.07450 0.21440 -1.15509
H2 3.47792 -0.97178 0.36127
H3 2.27766 0.61760 0.29605
H4 1.68793 -1.71682 -1.67411
H5 0.93430 -1.91168 -0.16806
H6 0.10439 0.35660 -2.13095
H7 -1.57909 2.01505 -1.36283
H8 -1.38690 2.51986 0.25295
H9 -2.44356 1.33827 -0.04906
H10 -0.13865 1.30954 1.91520
H11 0.76448 -0.11536 1.37653
O1 -2.32729 -1.34701 0.98011
H12 -1.81321 -1.26025 0.20811
H13 -1.91413 -0.80182 1.68088

Computed properties:
**Total charge**: 0
**Kohn-Sham gap**: 9.241 eV
**M**: 103.16 g/mol



The data favor A; the next most stable structure lies 0.115 eV above it.